Here is an isolated molecule of C3H6N2 from OMol25. Energies are from ωB97M-V/def2-TZVPD.

Last column: natural (NBO) charge in e.
Element x y z (Å)
C -0.33420 0.86633 -0.41521  -0.235
C -0.70915 -0.64654 -0.30441  -0.473
C 0.52666 -1.17532 0.37671  -0.033
H -1.07640 1.50028 0.00386  0.199
H -0.17088 1.13567 -1.49624  0.185
H -1.00969 -1.08802 -1.27674  0.228
H -1.60363 -0.76589 0.41062  0.213
H 0.81696 -2.20822 0.65729  0.204
H 1.34147 1.72827 0.84978  0.394
N 1.31305 -0.28802 0.80241  -0.198
N 0.90581 0.94147 0.39194  -0.484

As for the SMILES: C1=NNCC1. The HOMO energy is -0.294 Ha. Its multiplicity is 1. As for the molecular weight: 70.09 g mol⁻¹. The HOMO-LUMO gap is 9.16 eV. Its energy is -227.3654 Eh.

Here is a structure of composition C3H6N2 from OMol25. Energies are from ωB97M-V/def2-TZVPD.

Last column: natural (NBO) charge in e.
Element x y z (Å)
C 1.43700 -0.00338 -0.27977  -0.248
C 0.55797 0.93210 -0.11329  -0.046
C 0.56212 -0.97856 0.37610  -0.268
N -0.34552 0.15313 0.57575  -0.270
N -1.80382 0.02139 -0.40088  -0.702
H 2.43358 0.08913 -0.54367  0.203
H 0.54059 2.08304 -0.19856  0.200
H -0.04909 -1.64756 -0.36011  0.226
H 1.04004 -1.39734 1.25834  0.211
H -1.94661 0.99252 -0.66145  0.344
H -2.42628 -0.24446 0.34753  0.351

The HOMO energy is -0.316 Ha. Its multiplicity is 1. As for the molecular weight: 70.09 g mol⁻¹. The HOMO-LUMO gap is 9.78 eV. Its energy is -227.2631 Eh.

Here is an isolated molecule of C3H6N2 from OMol25. Energies are from ωB97M-V/def2-TZVPD.

Last column: natural (NBO) charge in e.
Element x y z (Å)
C 1.44878 -0.36925 -0.16863  -0.403
N 0.30162 -0.03904 0.63231  -0.644
C -0.76437 0.64632 -0.03600  -0.311
C -2.04553 -0.10194 -0.02142  0.266
N -2.99947 -0.75913 -0.02303  -0.325
H 1.28418 -1.16446 -0.91543  0.173
H 2.28939 -0.65339 0.46741  0.210
H 1.76174 0.53557 -0.69213  0.186
H 0.11270 -0.49166 1.51146  0.391
H -0.91371 1.66254 0.33784  0.220
H -0.47534 0.73443 -1.09238  0.235

As for the SMILES: CNCC#N. The HOMO energy is -0.335 Ha. Its multiplicity is 1. As for the molecular weight: 70.09 g mol⁻¹. The HOMO-LUMO gap is 10.00 eV. Its energy is -227.3850 Eh.

Here is a cluster of 2 separate species, C3H6N2 in total from OMol25. Energies are from ωB97M-V/def2-TZVPD.

Last column: natural (NBO) charge in e.
Element x y z (Å)
C 2.92129 0.50213 -0.10258  0.065
C -0.58612 1.16395 -0.20200  -0.049
C -0.63578 -1.10551 0.24250  -0.451
N 3.22873 -0.45823 -0.61376  -0.322
N -0.50632 0.23625 0.61629  -0.392
H -0.56049 0.91718 -1.26817  0.121
H 2.47509 1.37541 0.48383  0.255
H -0.48445 2.19287 -0.03603  0.165
H -0.27560 -1.35184 -0.71172  0.181
H 0.11708 -1.63398 0.92579  0.209
H -1.66935 -1.54666 0.33252  0.218

As for the SMILES: C=NC.C#N. The HOMO energy is -0.353 Ha. Its multiplicity is 1. As for the molecular weight: 70.09 g mol⁻¹. The HOMO-LUMO gap is 10.59 eV. Its energy is -227.3356 Eh.

Here is an isolated molecule of C3H6N2O from OMol25. Energies are from ωB97M-V/def2-TZVPD.

Last column: natural (NBO) charge in e.
Element x y z (Å)
N 0.20455 1.36228 0.66069  -0.836
C 0.22557 0.18789 -0.17487  -0.095
C -1.12386 -0.35376 -0.59376  -0.069
O -1.99416 -0.41843 0.51135  -0.710
C 1.31229 -0.50280 -0.42105  0.369
N 2.29230 -1.24645 -0.52043  -0.603
H 0.80603 1.22579 1.47242  0.374
H 0.54375 2.16153 0.13387  0.375
H 2.18039 -1.77108 0.35017  0.365
H -1.52351 0.29204 -1.38995  0.161
H -1.02352 -1.37318 -0.98814  0.191
H -1.89984 0.43617 0.95971  0.479

As for the SMILES: N=C=C(N)CO. The HOMO energy is -0.334 Ha. Its multiplicity is 1. As for the molecular weight: 86.09 g mol⁻¹. The HOMO-LUMO gap is 9.76 eV. Its energy is -302.5946 Eh.

Here is a structure of composition C3H6N2O from OMol25. Energies are from ωB97M-V/def2-TZVPD.

Last column: natural (NBO) charge in e.
Element x y z (Å)
C 0.46746 0.68734 -0.12951  0.341
C 1.93388 0.65442 -0.17347  -0.699
C -1.47667 -1.22469 0.24607  -0.456
N -0.33968 1.62197 0.26310  -0.147
N -1.15354 -0.13488 -0.67711  -0.141
O -1.59412 1.18007 -0.11449  -0.253
H 2.19074 1.61858 0.18304  0.260
H 2.37336 -0.12102 0.41079  0.236
H 2.33618 0.32420 -1.24869  0.249
H -1.36648 -2.15486 -0.33810  0.208
H -0.88305 -1.22557 1.07074  0.185
H -2.48807 -1.22556 0.50763  0.216

The HOMO energy is -0.338 Ha. Its multiplicity is 1. As for the molecular weight: 86.09 g mol⁻¹. The HOMO-LUMO gap is 9.79 eV. Its energy is -302.4378 Eh.

Here is an isolated molecule of C3H6N2O from OMol25. Energies are from ωB97M-V/def2-TZVPD.

Last column: natural (NBO) charge in e.
Element x y z (Å)
C -1.51600 -0.44240 -0.23557  -0.437
N -0.22917 -0.67630 0.35641  -0.578
C 0.66754 0.20823 -0.12946  0.317
N 0.50235 0.94566 -1.17593  -0.727
C 1.89219 0.41889 0.68979  0.393
O 2.20317 -0.33430 1.58409  -0.511
H -2.31834 -0.74518 0.45662  0.215
H -1.63947 -0.99761 -1.17057  0.188
H -1.33002 0.64189 -0.60396  0.223
H -0.07940 -1.04449 1.28747  0.420
H -0.03579 0.53175 -1.93256  0.356
H 2.48314 1.29347 0.36873  0.142

As for the SMILES: [H]/N=C(/C=O)NC. The HOMO energy is -0.348 Ha. Its multiplicity is 1. As for the molecular weight: 86.09 g mol⁻¹. The HOMO-LUMO gap is 9.62 eV. Its energy is -302.6145 Eh.

Here is an isolated molecule of C3H6N2O from OMol25. Energies are from ωB97M-V/def2-TZVPD.

Last column: natural (NBO) charge in e.
Element x y z (Å)
N 1.76714 0.17837 -0.48180  -0.818
C 0.95148 0.75444 0.45179  0.667
O 1.36714 1.45676 1.35431  -0.598
C -0.51734 0.43490 0.36070  -0.188
C -1.20773 -0.33304 -0.70548  -0.253
N -0.79259 -0.99609 0.51711  -0.575
H 2.73541 0.08957 -0.20981  0.401
H 1.40503 -0.56808 -1.05338  0.388
H -1.11769 1.14611 0.92347  0.219
H -0.69291 -0.65006 -1.61084  0.191
H -2.26496 -0.11926 -0.85418  0.203
H -1.56260 -1.14873 1.15986  0.362

As for the SMILES: NC(=O)[C@H]1CN1. The HOMO energy is -0.357 Ha. Its multiplicity is 1. As for the molecular weight: 86.09 g mol⁻¹. The HOMO-LUMO gap is 10.64 eV. Its energy is -302.6426 Eh.

Here is an isolated molecule of C3H6N2O from OMol25. Energies are from ωB97M-V/def2-TZVPD.

Last column: natural (NBO) charge in e.
Element x y z (Å)
N 1.78252 0.27666 -0.52101  -0.814
C 0.95026 0.67599 0.47614  0.663
O 1.36480 1.26345 1.45355  -0.602
C -0.52253 0.38255 0.36998  -0.184
C -1.19850 -0.41820 -0.66704  -0.261
N -0.86604 -1.01563 0.63040  -0.566
H 2.77199 0.26843 -0.30971  0.405
H 1.43724 -0.36647 -1.20815  0.387
H -1.10656 1.15920 0.85783  0.220
H -0.69024 -0.81660 -1.54650  0.190
H -2.23437 -0.15900 -0.87037  0.201
H -1.68892 -1.08712 1.22409  0.360

As for the SMILES: NC(=O)[C@H]1CN1. The HOMO energy is -0.354 Ha. Its multiplicity is 1. As for the molecular weight: 86.09 g mol⁻¹. The HOMO-LUMO gap is 10.56 eV. Its energy is -302.6412 Eh.

Here is a structure of composition C3H6N2O from OMol25. Energies are from ωB97M-V/def2-TZVPD.

Last column: natural (NBO) charge in e.
Element x y z (Å)
C 0.61038 1.17573 0.12679  -0.573
C 1.12482 -0.14951 -0.34499  -0.375
C -0.84648 0.75304 0.13809  0.674
N -0.67334 -0.71298 0.17243  -0.264
N -1.48952 -1.51115 -0.42630  -0.593
O -1.85937 1.32577 -0.10544  -0.476
H -1.48086 -2.42912 0.02054  0.311
H 0.95928 1.46445 1.11830  0.237
H 0.75214 2.01219 -0.55590  0.261
H 1.89142 -0.65899 0.22226  0.198
H 1.16738 -0.30561 -1.41269  0.210
H -0.15586 -0.96383 1.04692  0.390

The HOMO energy (alpha / beta) is -0.280 / -0.280 Ha. Its multiplicity is 1. As for the molecular weight: 86.09 g mol⁻¹. The HOMO-LUMO gap (alpha / beta) is 8.16 / 8.15 eV. Its energy is -302.5091 Eh.

Here is an isolated molecule of C3H6N2O from OMol25. Energies are from ωB97M-V/def2-TZVPD.

Last column: natural (NBO) charge in e.
Element x y z (Å)
C -1.12434 0.61510 0.88823  -0.701
C -0.17690 0.42359 -0.27176  0.442
N -0.42153 0.65426 -1.49269  -0.620
N 1.16478 -0.00435 0.03255  -0.677
C 1.35694 -1.37689 -0.12628  0.547
O 2.24184 -1.85665 -0.78868  -0.553
H -2.12540 0.24653 0.64463  0.230
H -1.20557 1.69201 1.07873  0.243
H -0.77619 0.14267 1.80998  0.234
H -1.37758 0.98645 -1.61457  0.340
H 1.81690 0.47197 -0.58562  0.404
H 0.62704 -1.99469 0.42547  0.110

As for the SMILES: [H]/N=C(\C)NC=O. The HOMO energy is -0.373 Ha. Its multiplicity is 1. As for the molecular weight: 86.09 g mol⁻¹. The HOMO-LUMO gap is 10.96 eV. Its energy is -302.6532 Eh.

Here is an isolated molecule of C3H6N2O from OMol25. Energies are from ωB97M-V/def2-TZVPD.

Last column: natural (NBO) charge in e.
Element x y z (Å)
N -1.72631 -0.50231 0.22052  -0.813
C -0.72883 0.20621 -0.54639  -0.230
C 0.66858 0.27742 0.13817  -0.020
O 0.92024 -0.89518 0.88829  -0.699
C 1.72159 0.40048 -0.89045  0.253
N 2.50521 0.45636 -1.73885  -0.302
H -1.98292 0.00656 1.06127  0.349
H -1.33718 -1.39501 0.51433  0.370
H -0.61964 -0.28291 -1.51954  0.204
H -1.07943 1.22690 -0.73365  0.203
H 0.71248 1.16329 0.78228  0.201
H 0.94620 -0.66179 1.82401  0.483

As for the SMILES: N#C[C@H](O)CN. The HOMO energy is -0.366 Ha. Its multiplicity is 1. As for the molecular weight: 86.09 g mol⁻¹. The HOMO-LUMO gap is 10.25 eV. Its energy is -302.6346 Eh.